# 1
{"formula": "C5H34NO13", "method": "ωB97M-V/def2-TZVPD", "symbols": ["C", "O", "C", "C", "C", "C", "N", "H", "H", "H", "H", "H", "H", "H", "H", "H", "H", "H", "H", "O", "H", "H", "O", "H", "H", "O", "H", "H", "O", "H", "H", "O", "H", "H", "O", "H", "H", "O", "H", "H", "O", "H", "H", "O", "H", "H", "O", "H", "H", "O", "H", "H", "O"], "coordinates": [[3.486, 0.068, 0.194], [3.495, 0.761, 1.174], [2.613, -1.257, 0.054], [1.170, -1.031, 0.459], [0.484, 0.166, -0.219], [-1.619, 1.173, -0.082], [-0.908, 0.162, 0.180], [4.149, 0.313, -0.686], [-2.677, -3.194, 2.446], [3.085, -2.002, 0.729], [2.764, -1.549, -1.002], [0.856, -1.190, 1.448], [0.657, -1.850, -0.150], [0.587, 0.047, -1.285], [1.068, 1.096, -0.055], [-2.700, 1.006, 0.110], [-1.389, 2.081, -0.587], [-0.171, -2.769, -3.076], [-1.431, -3.076, -1.142], [-0.515, -2.203, -2.390], [-2.574, 0.172, -3.357], [-1.344, 0.995, -3.974], [-2.294, 0.921, -3.915], [-2.062, -1.461, -2.090], [-3.626, -1.450, -2.459], [-2.932, -0.927, -2.040], [-1.949, -1.965, -0.380], [-2.897, -3.115, 1.739], [-1.988, -2.948, -0.293], [-0.090, -0.964, -3.121], [1.080, -0.019, -3.161], [0.278, -0.161, -3.666], [0.137, 2.999, -1.492], [0.325, 3.975, -0.368], [0.808, 3.593, -1.146], [2.311, 1.989, -3.171], [1.994, 1.850, -1.668], [2.508, 1.470, -2.381], [2.014, 1.132, 3.197], [1.526, -0.029, 4.034], [1.306, 0.898, 3.834], [-0.370, 2.519, 3.541], [-0.895, 1.148, 2.926], [-1.029, 2.098, 2.979], [-1.272, -2.407, 2.084], [-1.092, -0.845, 1.939], [-1.110, -1.570, 2.597], [-0.603, 2.978, 1.509], [-1.731, 4.054, 1.085], [-0.830, 3.768, 0.969], [0.304, -1.700, 3.404], [1.824, -2.010, 3.000], [1.268, -1.739, 3.727]], "forces_ev_per_angstrom": [[-0.06, -1.55, -0.52], [-0.17, 0.26, 0.30], [1.68, 1.90, 0.52], [-1.21, -1.54, -4.00], [1.58, 0.19, 0.68], [-2.09, -1.87, 0.12], [0.44, 0.96, -0.01], [-0.44, -0.12, 0.50], [-0.53, -0.26, 0.03], [-0.08, 0.26, -0.50], [-0.49, -0.18, 0.53], [0.33, 0.27, 1.23], [0.29, 0.46, 1.12], [-0.44, -0.37, -0.40], [-0.78, 0.03, 0.63], [0.57, 0.51, 0.14], [0.69, 0.47, -0.40], [-0.07, -0.36, -0.26], [-0.46, -0.12, 1.10], [-0.24, 0.09, 0.62], [0.75, 0.25, 0.14], [0.47, -0.79, 0.32], [-1.24, 0.90, -0.57], [-0.98, 0.37, -0.78], [0.36, -0.23, 0.20], [0.60, -0.28, 0.02], [-0.46, -0.81, 0.81], [-0.12, -0.31, 0.05], [1.12, 0.76, -1.27], [-0.23, 0.23, -0.49], [0.52, 0.45, -0.21], [0.03, -0.28, 0.37], [-0.08, -0.06, -0.32], [0.46, -0.40, -0.53], [-0.23, 0.34, 0.47], [-0.09, -0.02, 0.30], [-0.17, 0.61, 0.11], [0.46, -0.43, -0.45], [-0.58, -0.07, 0.35], [-0.34, -0.22, -0.04], [1.00, 0.61, -0.45], [0.20, -0.89, 0.16], [0.64, 0.10, 0.53], [-0.81, 0.62, -0.42], [0.20, 1.42, 0.28], [-0.17, -0.57, -0.30], [-0.01, -0.49, -0.22], [-1.01, 0.50, 0.17], [-0.31, -0.35, 0.47], [1.12, 0.47, -0.48], [1.23, -0.11, -0.01], [-0.06, -0.13, -0.29], [-0.80, -0.26, 0.64]], "mulliken_charge": [-0.1024, -0.4782, -0.5738, 0.6352, 1.1064, -0.7316, 0.0947, 0.3302, 0.1494, 0.4732, 0.2800, -0.8102, 0.0803, -0.8542, 0.7510, 0.1841, 0.1236, 0.0589, 0.4115, -0.9226, 0.3801, 0.3568, -0.7203, 0.3504, 0.2569, -0.7451, 0.2085, -0.0573, -0.7184, 0.4261, 0.2761, -0.7884, 0.3007, 0.4126, -0.7462, 0.3026, 0.3104, -0.6421, 0.2976, 0.3689, -0.6731, 0.3032, 0.3702, -0.7086, 0.2247, 0.1734, -0.7319, 0.4584, 0.2760, -0.6849, 0.4329, 0.3496, -0.8253], "total_charge": -1, "multiplicity": 1, "e_lumo_ev": 2.720, "homo_energy_ha": -0.225, "relative_energy_kj_mol": 368.7}



# 2
{"formula": "C8H5BeN2O5", "method": "ωB97M-V/def2-TZVPD", "symbols": ["O", "C", "Be", "O", "C", "C", "O", "C", "O", "C", "O", "H", "N", "C", "C", "N", "C", "H", "H", "H", "H"], "coordinates": [[-0.353, 2.234, -2.897], [-1.238, 1.483, -2.685], [1.641, -1.320, 0.496], [0.128, 1.499, 1.236], [-0.076, 0.741, 0.282], [-1.493, 0.226, -1.768], [-1.956, -0.720, -2.383], [1.013, 0.111, -0.566], [1.406, 0.581, -1.620], [-1.414, 0.348, -0.242], [-2.370, 0.176, 0.521], [2.734, -1.795, 0.217], [-0.621, -2.107, 3.428], [0.414, -2.992, 3.698], [1.285, -2.908, 2.649], [0.795, -1.909, 1.778], [-0.372, -1.482, 2.281], [-1.422, -1.912, 4.030], [0.448, -3.605, 4.599], [2.207, -3.441, 2.440], [-1.038, -0.790, 1.819]], "forces_ev_per_angstrom": [[-5.00, -3.83, 0.79], [6.03, 4.76, -0.51], [-1.34, 0.18, 0.12], [-1.14, -2.22, -1.77], [2.76, 3.21, 0.76], [-3.74, -3.91, -2.66], [1.85, 2.59, 2.20], [0.32, 0.78, -0.38], [-0.52, -0.82, 1.04], [-2.79, -0.70, 3.70], [1.92, 0.65, -3.25], [1.92, -0.70, -0.53], [-0.05, -0.08, 0.44], [0.24, -0.29, -0.15], [-0.73, 0.96, 0.04], [-0.64, -0.29, 0.43], [1.09, -0.87, 0.15], [0.42, -0.21, -0.31], [-0.12, 0.31, -0.46], [-0.28, 0.26, 0.10], [-0.19, 0.21, 0.26]], "mulliken_charge": [-0.0476, 0.4331, -0.1766, -0.4756, 0.4764, 0.3565, -0.3112, 0.4162, -0.5311, 0.7965, -0.4945, -0.0808, 0.0078, -0.4310, -0.4377, 0.1291, -0.2122, 0.2387, 0.3838, 0.4664, 0.4937], "total_charge": 1, "multiplicity": 1, "e_lumo_ev": [-7.757, -7.931], "homo_energy_ha": [-0.466, -0.450], "relative_energy_kj_mol": 466.9}



# 3
{"formula": "C18H14Cl2N4O3S", "method": "ωB97M-V/def2-TZVPD", "symbols": ["C", "N", "C", "S", "C", "C", "O", "O", "N", "N", "C", "C", "C", "C", "C", "N", "C", "O", "C", "C", "C", "C", "Cl", "C", "Cl", "C", "C", "C", "H", "H", "H", "H", "H", "H", "H", "H", "H", "H", "H", "H", "H", "H"], "coordinates": [[-0.272, -3.013, 2.705], [-0.577, -3.405, 1.359], [-0.964, -4.649, 0.960], [-1.053, -6.019, 2.017], [-1.809, -7.171, 0.840], [-1.091, -7.232, -0.493], [-1.648, -7.495, -1.520], [0.229, -7.083, -0.380], [-1.246, -4.666, -0.316], [-1.055, -3.429, -0.782], [-0.650, -2.664, 0.201], [-0.351, -1.253, 0.048], [0.609, -0.589, 0.808], [0.858, 0.756, 0.616], [0.152, 1.465, -0.351], [0.356, 2.825, -0.596], [1.126, 3.711, 0.098], [1.759, 3.444, 1.097], [1.110, 5.096, -0.471], [1.260, 6.161, 0.414], [1.266, 7.462, -0.047], [1.139, 7.717, -1.405], [1.147, 9.338, -1.979], [1.016, 6.656, -2.300], [0.886, 6.955, -3.992], [0.999, 5.351, -1.834], [-0.789, 0.796, -1.136], [-1.036, -0.543, -0.941], [-0.578, -1.979, 2.864], [-0.817, -3.665, 3.390], [0.796, -3.115, 2.908], [-2.847, -6.887, 0.670], [-1.767, -8.152, 1.316], [0.642, -7.109, -1.257], [1.197, -1.123, 1.537], [1.601, 1.260, 1.211], [-0.193, 3.197, -1.359], [1.372, 5.947, 1.465], [1.374, 8.288, 0.638], [0.937, 4.550, -2.555], [-1.328, 1.336, -1.902], [-1.758, -1.068, -1.546]], "forces_ev_per_angstrom": [[0.18, 0.13, 0.42], [-0.23, -0.31, -0.72], [-0.07, 0.09, -0.11], [-0.02, -0.30, 0.37], [0.09, 0.44, 0.08], [-0.26, -0.37, -0.37], [-0.09, -0.13, -0.06], [0.64, -0.07, 0.21], [-0.24, -0.69, 0.67], [0.22, 1.18, -0.45], [-0.07, -0.50, -0.03], [0.11, 0.45, 0.05], [-0.26, -0.13, -0.26], [0.14, 0.24, 0.09], [0.04, -0.46, 0.16], [-0.20, 0.14, -0.38], [-0.08, 0.10, -0.12], [0.04, -0.02, 0.12], [0.11, 0.33, -0.07], [-0.02, -0.14, -0.07], [-0.01, -0.04, -0.09], [0.00, -0.21, -0.09], [0.01, 0.14, 0.08], [-0.02, 0.17, 0.10], [-0.01, -0.10, -0.10], [0.01, 0.04, 0.20], [0.11, 0.07, 0.07], [0.08, -0.02, 0.16], [0.01, -0.10, 0.05], [-0.01, 0.12, 0.00], [-0.06, 0.06, 0.04], [0.13, -0.11, -0.11], [0.00, 0.04, -0.02], [-0.32, -0.04, 0.00], [0.05, -0.05, 0.09], [0.01, 0.01, 0.00], [0.12, 0.03, 0.20], [0.02, -0.01, 0.09], [0.00, 0.09, 0.04], [-0.01, -0.06, -0.07], [-0.07, 0.05, -0.08], [-0.09, -0.03, -0.06]], "mulliken_charge": [-1.0667, 0.1035, 0.4170, -0.2031, -0.5002, 0.5661, -0.5792, -0.4140, -0.1642, -0.8667, 0.4702, 0.2481, -0.8784, -0.4218, 1.0412, -0.1709, 0.6718, -0.6352, 0.3664, -0.5608, -0.5752, 0.2918, -0.1873, -0.0658, -0.1969, -0.5104, -0.5802, -1.0708, 0.4728, 0.3706, 0.2942, 0.3070, 0.3770, 0.3493, 0.4703, 0.5102, 0.1547, 0.4272, 0.4268, 0.4961, 0.3445, 0.4712], "smiles": "Cn1c(SCC(=O)O)nnc1-c1ccc(NC(=O)c2ccc(Cl)c(Cl)c2)cc1", "multiplicity": 1, "e_lumo_ev": -0.026, "homo_energy_ha": -0.298}



# 4
{"formula": "CHCl3", "method": "ωB97M-V/def2-TZVPD", "symbols": ["C", "Cl", "Cl", "Cl", "H"], "coordinates": [[0.002, 0.073, -0.179], [-0.991, -1.338, 0.194], [1.664, -0.364, 0.258], [-0.668, 1.254, 0.954], [-0.007, 0.375, -1.226]], "forces_ev_per_angstrom": [[-0.01, -0.69, 1.34], [-0.25, -0.72, -0.96], [0.15, 0.40, -0.26], [0.45, 1.00, -0.46], [-0.34, 0.01, 0.34]], "mulliken_charge": [0.0390, -0.1201, -0.1176, -0.1147, 0.3134], "multiplicity": 1, "e_lumo_ev": 0.748, "homo_energy_ha": -0.401, "relative_energy_kj_mol": 23.5}



# 5
{"formula": "C35H28CdN6O6", "method": "ωB97M-V/def2-TZVPD", "symbols": ["Cd", "O", "C", "C", "C", "C", "C", "C", "C", "O", "N", "N", "C", "C", "C", "C", "C", "C", "C", "O", "H", "H", "H", "H", "H", "H", "H", "H", "H", "H", "O", "N", "O", "C", "C", "C", "C", "C", "C", "N", "C", "C", "N", "C", "C", "C", "C", "H", "H", "H", "H", "H", "H", "H", "N", "C", "O", "C", "C", "H", "H", "H", "H", "H", "H", "C", "C", "C", "C", "C", "C", "H", "H", "H", "H", "H"], "coordinates": [[0.149, -0.472, -0.202], [-0.915, -2.726, -3.796], [-1.988, -2.063, -4.263], [-2.405, -2.335, -5.568], [-3.495, -1.679, -6.107], [-4.191, -0.738, -5.354], [-3.773, -0.465, -4.062], [-2.680, -1.113, -3.493], [-2.212, -0.780, -2.112], [-1.331, -1.551, -1.593], [-2.770, 0.275, -1.561], [-2.231, 0.620, -0.341], [-2.936, 1.491, 0.268], [-2.677, 2.124, 1.568], [-3.787, 2.709, 2.186], [-3.720, 3.326, 3.423], [-2.503, 3.369, 4.085], [-1.377, 2.817, 3.500], [-1.450, 2.218, 2.244], [-0.357, 1.665, 1.663], [-0.835, -2.439, -2.841], [-1.848, -3.071, -6.136], [-3.806, -1.903, -7.121], [-5.044, -0.219, -5.774], [-4.280, 0.274, -3.456], [-3.874, 1.797, -0.202], [-4.736, 2.659, 1.663], [-4.608, 3.759, 3.866], [-2.425, 3.825, 5.064], [-0.425, 2.838, 4.012], [3.970, -5.271, 4.626], [3.926, -4.954, 3.390], [4.844, -5.386, 2.606], [2.922, -4.176, 2.939], [1.906, -3.754, 3.889], [0.899, -2.920, 3.530], [-0.159, -2.475, 4.417], [-1.139, -1.649, 3.973], [-1.132, -1.178, 2.636], [-0.167, -1.547, 1.801], [0.804, -2.385, 2.183], [1.764, -2.848, 1.187], [1.604, -2.398, -0.063], [2.394, -2.850, -1.046], [3.398, -3.753, -0.810], [3.618, -4.205, 0.493], [2.803, -3.770, 1.547], [1.982, -4.138, 4.895], [-0.155, -2.832, 5.442], [-1.935, -1.329, 4.638], [-1.894, -0.512, 2.255], [2.174, -2.477, -2.041], [4.014, -4.110, -1.628], [4.407, -4.900, 0.726], [1.843, -0.913, -4.271], [1.255, 0.062, -3.488], [0.137, 0.462, -3.739], [2.113, 0.619, -2.368], [1.273, 1.125, -1.201], [1.175, -1.453, -4.803], [2.590, -1.444, -3.855], [2.729, 1.403, -2.839], [2.816, -0.153, -2.040], [0.538, 1.842, -1.573], [1.915, 1.649, -0.487], [3.506, 2.769, 2.670], [2.616, 3.731, 2.210], [1.310, 3.385, 1.895], [0.908, 2.069, 2.055], [1.776, 1.097, 2.526], [3.083, 1.456, 2.825], [4.528, 3.042, 2.901], [2.943, 4.755, 2.077], [0.611, 4.117, 1.511], [1.428, 0.078, 2.642], [3.767, 0.695, 3.179]], "forces_ev_per_angstrom": [[0.08, -0.16, 0.06], [0.00, -0.02, -0.01], [-0.04, 0.02, -0.02], [0.02, -0.01, 0.02], [-0.01, 0.01, 0.00], [0.00, -0.01, 0.00], [0.00, -0.01, 0.01], [0.00, 0.00, -0.01], [-0.04, 0.02, 0.06], [0.04, 0.08, -0.11], [0.00, -0.05, -0.03], [0.03, -0.04, 0.00], [0.00, 0.08, 0.00], [-0.02, -0.03, 0.05], [-0.01, 0.00, 0.00], [0.00, 0.00, -0.01], [-0.01, 0.01, 0.03], [0.05, -0.02, -0.07], [-0.11, -0.01, 0.20], [0.09, 0.08, -0.25], [0.01, 0.02, 0.02], [-0.01, 0.00, 0.00], [0.00, 0.00, 0.00], [0.00, 0.00, 0.00], [0.00, 0.00, 0.00], [0.01, 0.00, -0.03], [0.00, 0.00, 0.00], [0.00, 0.00, 0.00], [0.01, 0.00, 0.00], [-0.01, 0.00, 0.01], [0.01, 0.00, -0.01], [-0.01, 0.00, -0.01], [0.00, 0.01, 0.01], [-0.01, 0.00, 0.00], [0.02, -0.01, 0.00], [-0.01, 0.02, 0.00], [0.00, 0.00, 0.00], [0.01, 0.01, 0.00], [0.02, 0.00, 0.02], [-0.05, 0.02, 0.01], [-0.01, 0.01, -0.02], [0.00, 0.05, 0.00], [-0.04, -0.06, -0.03], [-0.01, 0.01, 0.02], [0.01, 0.00, 0.01], [-0.01, 0.01, 0.01], [0.02, 0.00, -0.01], [-0.01, 0.00, 0.00], [0.00, 0.00, 0.00], [0.00, 0.00, -0.01], [0.01, -0.02, 0.00], [0.00, -0.02, 0.03], [0.00, 0.00, 0.00], [0.01, 0.00, -0.01], [-0.06, 0.03, 0.05], [0.03, -0.06, -0.01], [0.02, 0.08, -0.04], [0.00, -0.03, -0.05], [-0.04, 0.04, 0.04], [0.00, -0.04, 0.01], [0.01, 0.00, -0.01], [-0.04, 0.04, 0.02], [0.02, 0.01, -0.02], [0.01, 0.02, 0.02], [0.03, -0.03, -0.03], [0.01, -0.04, 0.01], [-0.04, 0.03, -0.02], [0.04, 0.02, -0.04], [0.01, -0.13, 0.11], [-0.07, 0.07, 0.02], [0.02, 0.00, 0.02], [0.00, 0.00, 0.00], [0.00, 0.00, 0.00], [0.00, -0.02, 0.00], [0.02, -0.01, 0.00], [0.00, 0.01, 0.00]], "mulliken_charge": [2.9955, -0.7141, 0.1141, -0.6620, -0.2839, -0.7284, -0.3148, 0.4066, 0.5393, -1.2744, -0.6469, 0.3900, -1.1111, 0.9001, -0.8669, -0.7737, -0.6760, -0.3846, 0.4059, 0.2729, 0.3622, 0.3870, 0.3493, 0.3706, 0.4330, 0.2530, 0.3741, 0.3760, 0.3780, 0.5072, -0.8521, 0.9300, -0.8387, -0.8904, -0.9987, 1.3217, -1.1461, -1.0151, -0.7544, -0.1839, -0.6426, 0.0846, 0.7518, -0.3139, -0.9757, -0.6121, 0.7446, 0.4490, 0.3939, 0.4100, 0.6723, 0.2126, 0.4059, 0.5654, -0.5190, 0.3479, -0.6303, -0.5472, -1.6561, 0.3116, 0.2971, 0.3459, 0.3689, 0.5523, 0.4060, -0.5129, -0.6736, 0.0477, -0.8303, 0.2398, -0.7561, 0.3718, 0.3530, 0.4504, 0.4413, 0.4958], "total_charge": -2, "multiplicity": 1, "e_lumo_ev": 4.101, "homo_energy_ha": 0.023, "relative_energy_kj_mol": 34.1}



# 6
{"formula": "C3H13N2O", "method": "ωB97M-V/def2-TZVPD", "symbols": ["C", "C", "C", "N", "N", "H", "H", "H", "H", "H", "H", "H", "H", "H", "H", "H", "H", "H", "O"], "coordinates": [[0.758, 0.613, 1.295], [-0.247, -0.542, 1.238], [0.132, -1.683, 0.248], [0.460, -1.245, -1.173], [0.993, 1.240, -0.036], [1.712, 0.178, 1.586], [0.471, 1.390, 1.988], [-1.266, -0.231, 0.968], [-0.283, -1.041, 2.208], [1.003, -2.199, 0.653], [-0.727, -2.332, 0.140], [-0.401, -1.113, -1.685], [0.883, -2.022, -1.650], [1.614, 2.014, 0.136], [0.993, -0.284, -1.066], [0.118, 1.680, -0.376], [-2.102, 2.639, -1.513], [-2.430, 1.171, -1.524], [-1.681, 1.767, -1.436]], "forces_ev_per_angstrom": [[0.07, -0.33, -0.84], [-0.12, -0.19, -1.16], [-0.04, 0.61, 0.57], [-0.02, 1.08, 1.30], [-1.08, -0.39, -0.16], [0.13, 0.16, 0.32], [-0.21, -0.14, 0.58], [0.26, 0.29, 0.30], [-0.16, 0.15, 0.02], [-0.09, -0.17, -0.36], [0.10, -0.48, 0.27], [-0.35, 0.60, -0.12], [0.98, -0.09, -0.30], [0.49, 0.13, -0.33], [-0.38, -0.80, -0.34], [0.50, -0.40, 0.25], [0.33, -0.19, 0.00], [-0.10, -0.12, -0.01], [-0.33, 0.29, 0.00]], "mulliken_charge": [-0.5738, -0.5124, -0.7312, -0.2194, -0.5847, 0.3465, 0.4179, 0.3160, 0.3249, 0.3852, 0.3476, 0.3112, 0.3422, 0.2804, 0.4192, 0.1457, 0.2949, 0.3054, -0.6155], "total_charge": 1, "multiplicity": 1, "e_lumo_ev": -3.186, "homo_energy_ha": -0.516, "relative_energy_kj_mol": 47.5}



Per-record energy, Ha: -1243.76916 -807.86728 -2457.69675 -1419.26292 -2298.25083 -306.61761